Computed, not measured: a 3-piece molecular cluster, C4H9NO overall, with ωB97M-V/def2-TZVPD.

Structure (XYZ):
```
15
C4H9NO | the Open Molecules 2025 dataset | ωB97M-V/def2-TZVPD
C 1.30480 0.71868 -1.73874
C 0.14679 1.14358 -0.84244
N -0.43430 0.00838 -0.15623
C -0.31681 -0.07743 1.11378
O 0.15852 0.53665 2.12188
C -0.85473 -1.20021 1.86045
H 1.71713 1.58026 -2.27512
H 0.97116 -0.02024 -2.47482
H 2.10585 0.26864 -1.14296
H 0.49311 1.87931 -0.09916
H -0.63108 1.62737 -1.44577
H -1.24029 -1.44328 -0.08748
H -1.77128 -1.05928 2.42840
H -0.17039 -1.96445 2.22111
H -1.47849 -1.99797 0.51710
```

Properties
Frontier orbital gap, eV: 8.874
Calculated total energy, a.u.: -287.64311

---

Computed, not measured: one molecule with the formula C4H9NO at a distorted geometry, with ωB97M-V/def2-TZVPD.

Structure (XYZ):
```
15
C4H9NO | the Open Molecules 2025 dataset | ωB97M-V/def2-TZVPD
C -1.54523 0.64231 0.43768
C -0.86443 -0.10468 -0.68635
N 0.57252 0.32582 -1.28669
C 0.38723 -0.83269 -0.44645
C 1.16888 -0.55924 0.84357
O 1.38174 0.81277 1.07439
H -1.98837 -0.05908 1.16372
H -0.79995 1.22274 0.98520
H -2.35183 1.29087 0.08734
H -1.17214 0.03439 -1.70187
H 0.61758 -0.02243 -2.25649
H 0.54283 -1.82418 -0.85868
H 2.12930 -1.08079 0.71537
H 0.66619 -0.97284 1.72086
H 1.39516 1.21773 0.18261
```

Properties
Frontier orbital gap, eV: 10.410
SMILES: C[C@H]1N[C@H]1CO
Calculated total energy, a.u.: -287.71514

---

Computed, not measured: a 2-piece molecular cluster, C4H9NO overall at a distorted geometry, with ωB97M-V/def2-TZVPD.

Structure (XYZ):
```
15
C4H9NO | the Open Molecules 2025 dataset | ωB97M-V/def2-TZVPD
C -0.28300 -2.02141 1.24864
C -1.48450 -1.48475 1.45721
C -2.71750 -2.30048 1.68352
H 0.67359 -1.52935 1.32591
H -0.25944 -3.01126 0.75171
H -1.39075 -0.45088 1.80993
H -3.47551 -2.03509 0.94495
H -2.48625 -3.35202 1.82553
H -3.06831 -1.89632 2.64564
N 1.11102 1.10050 -0.96434
C 1.59123 1.94175 -1.94697
O 2.00106 3.03817 -1.64798
H 1.40876 1.33718 -0.03201
H 0.91226 0.14080 -1.18986
H 1.38474 1.63505 -2.98014
```

Properties
Frontier orbital gap, eV: 10.651
SMILES: C=CC.NC=O
Calculated total energy, a.u.: -287.76649

---

Computed, not measured: a 2-piece molecular cluster, C4H9NO overall at a distorted geometry, with ωB97M-V/def2-TZVPD.

Structure (XYZ):
```
15
C4H9NO | the Open Molecules 2025 dataset | ωB97M-V/def2-TZVPD
C 2.12513 0.07529 -0.53723
C 0.75172 0.57593 -0.74774
C -0.15154 -0.51772 0.87472
C -1.35825 0.17592 0.44635
O -1.25906 1.29149 -0.06134
N -2.58552 -0.40992 0.46024
H 2.76491 0.39970 -1.36269
H 2.08080 -1.00854 -0.47109
H 2.53183 0.48118 0.39514
H 0.72506 1.68700 -0.82592
H 0.19741 0.18227 -1.59977
H -0.27166 -1.58808 1.20181
H 0.43737 0.00721 1.61819
H -3.22549 -0.02600 -0.21815
H -2.76271 -1.32572 0.82749
```

Properties
Frontier orbital gap, eV: 9.246
Calculated total energy, a.u.: -287.69600

---

Computed, not measured: a 2-piece molecular cluster, C4H9NO overall at a distorted geometry, with ωB97M-V/def2-TZVPD.

Structure (XYZ):
```
15
C4H9NO | the Open Molecules 2025 dataset | ωB97M-V/def2-TZVPD
C -0.59063 -0.03505 2.45464
N -0.27532 -0.10209 1.22412
C -0.58658 -1.40465 0.60319
H -0.11598 0.75808 3.02186
H -0.99732 -0.90544 2.97803
H -1.31959 -1.27918 -0.19528
H -1.04375 -2.14023 1.27846
H 0.36132 -1.78681 0.23468
C -0.45524 1.27462 -1.68212
C 0.84097 0.71970 -1.13153
O 1.35486 -0.29990 -1.50342
H -0.37024 1.58243 -2.72640
H -0.94618 2.02623 -1.06537
H -1.11617 0.40991 -1.73214
H 1.37888 1.32873 -0.38884
```

Properties
Frontier orbital gap, eV: 10.498
SMILES: C=NC.CC=O
Calculated total energy, a.u.: -287.74318

---

Computed, not measured: one molecule with the formula C4H9NO, with ωB97M-V/def2-TZVPD.

Structure (XYZ):
```
15
C4H9NO | the Open Molecules 2025 dataset | ωB97M-V/def2-TZVPD
C -0.90810 0.45141 -2.21091
C -0.51695 -0.47263 -1.06666
C 0.11919 0.27895 0.09847
O 0.33987 1.47874 0.08619
N 0.40634 -0.51892 1.16769
C 0.98260 -0.01107 2.39209
H -0.02450 0.91117 -2.66279
H -1.44663 -0.10340 -2.98600
H -1.54711 1.26072 -1.84644
H -1.39541 -1.01001 -0.68199
H 0.19159 -1.24107 -1.40740
H 0.21352 -1.50563 1.09371
H 1.98565 -0.41830 2.56462
H 1.05514 1.07357 2.29487
H 0.34664 -0.25014 3.25200
```

Properties
Frontier orbital gap, eV: 10.494
SMILES: CCC(=O)NC
Calculated total energy, a.u.: -287.82237